No. 1
Below is C46H48AsN3Sr as an isolated structure, with properties calculated with ωB97M-V/def2-TZVPD.

```
99
Properties=species:S:1:pos:R:3:forces:R:3:mulliken_charge:R:1
Sr -0.562 0.935 -0.468 -0.52 -0.73 1.46 1.211
N -3.633 3.038 2.764 -0.73 1.78 2.02 -0.173
N -1.651 1.339 -2.879 -1.83 -0.19 -0.01 -0.233
C 1.261 -1.586 0.175 -0.37 0.54 0.24 1.737
C -0.115 -1.879 0.402 0.39 0.75 0.42 -1.112
C -0.421 -1.504 1.737 0.79 -0.08 -0.24 0.821
C -1.708 -1.737 2.423 -0.69 -0.12 0.22 -1.417
H -2.163 -2.687 2.105 0.06 0.03 0.09 0.450
H -2.424 -0.921 2.215 0.12 -0.23 0.24 -0.053
H -1.588 -1.764 3.515 -0.01 -0.07 -0.17 0.398
C 0.758 -0.994 2.330 -0.46 -0.20 -0.84 1.354
C 0.930 -0.732 3.778 -0.04 0.25 0.56 -0.924
H 1.193 -1.656 4.328 -0.02 0.20 -0.07 0.307
H 0.008 -0.341 4.226 0.21 -0.04 0.00 0.109
H 1.730 -0.007 3.973 -0.04 -0.07 -0.01 0.048
C 1.784 -1.007 1.359 -0.55 -0.21 -0.35 -0.315
C 3.202 -0.661 1.615 0.57 0.15 0.14 -1.738
H 3.295 0.252 2.223 0.05 -0.16 -0.10 0.239
H 3.754 -0.493 0.681 -0.03 0.01 0.15 0.408
H 3.723 -1.466 2.161 0.04 0.16 -0.05 0.249
C -1.018 -2.624 -0.510 -0.48 -0.39 -0.40 -0.956
H -1.152 -3.673 -0.182 -0.06 0.19 -0.12 0.307
H -0.627 -2.668 -1.540 -0.07 0.04 0.21 0.086
H -2.027 -2.176 -0.554 0.18 -0.16 -0.01 0.209
C 2.031 -2.057 -1.003 0.29 -0.13 -0.58 -0.985
H 3.037 -1.616 -1.043 -0.20 -0.08 -0.06 0.283
H 1.528 -1.803 -1.947 0.21 -0.14 0.04 -0.232
H 2.156 -3.157 -1.001 0.04 0.21 -0.01 0.276
C -3.754 4.351 2.785 0.62 0.04 -2.01 -0.398
H -4.126 4.887 3.682 0.25 -0.61 -0.25 0.298
C -3.430 5.130 1.637 -0.15 0.65 0.23 -0.386
H -3.539 6.219 1.633 0.05 -0.30 0.13 0.397
C -2.919 4.489 0.496 -0.13 -1.15 -0.53 -0.742
H -2.630 5.045 -0.419 -0.19 -0.16 0.69 0.291
C -2.823 3.091 0.481 -0.49 0.81 0.14 -0.277
H -2.562 2.503 -0.420 -0.25 0.69 0.27 0.892
C -3.279 2.333 1.648 1.18 -1.24 -0.58 0.102
C -3.179 0.949 1.867 -0.39 0.07 -0.90 -1.342
H -3.680 0.292 1.141 0.45 -0.08 -0.71 0.101
C -0.418 1.266 -3.328 -1.44 0.39 2.12 -0.981
C -2.479 0.581 -3.739 0.99 0.34 -0.23 -0.943
H -3.515 0.295 -3.539 0.33 0.71 -0.27 0.353
C -1.660 0.129 -4.725 -0.37 -1.40 0.46 -0.523
H -1.903 -0.356 -5.640 -0.10 -0.34 -0.17 0.722
N -0.330 0.337 -4.319 -1.24 0.86 -0.84 0.299
C 0.807 -0.484 -4.449 -0.03 0.08 -0.06 0.675
C 0.692 -1.800 -4.945 0.85 0.43 0.11 1.066
C 1.885 -2.454 -5.256 -0.02 0.36 0.16 -1.109
H 1.858 -3.441 -5.707 -0.08 0.00 0.05 0.277
C 3.122 -1.865 -4.999 -0.12 0.28 0.05 0.888
C 4.364 -2.463 -5.561 0.36 -0.23 -0.17 -1.517
H 5.239 -2.242 -4.948 0.01 -0.06 0.04 0.365
H 4.562 -2.060 -6.560 0.02 -0.01 0.02 0.278
H 4.266 -3.544 -5.668 0.09 -0.07 0.03 0.363
C 3.177 -0.692 -4.251 -0.66 -0.24 -0.17 -0.867
H 4.126 -0.288 -3.922 0.09 -0.05 0.04 0.325
C 2.013 -0.001 -3.900 0.08 -0.83 -0.58 0.628
C 2.041 1.110 -2.920 1.12 1.60 0.93 -0.745
H 0.907 1.606 -2.816 1.99 -1.02 -0.39 0.290
H 2.737 1.896 -3.237 0.20 -0.03 0.00 0.406
H 2.404 0.753 -1.940 0.14 -0.21 -0.23 -0.260
C -0.606 -2.541 -4.989 -0.47 -0.58 -0.43 -1.522
H -1.330 -2.091 -5.674 0.13 -0.35 0.30 0.300
H -1.058 -2.618 -3.984 0.10 0.21 -0.44 0.180
H -0.435 -3.566 -5.345 0.08 0.19 0.13 0.371
C 4.186 3.962 5.930 -0.13 -0.03 -0.17 -0.446
C 3.435 2.801 6.145 -0.15 0.13 -0.24 -0.842
C 2.342 2.507 5.320 0.34 0.37 0.03 -0.235
C 1.995 3.383 4.277 0.20 0.04 -0.14 0.276
C 2.759 4.537 4.052 0.18 -0.32 0.45 -0.392
C 3.850 4.826 4.881 -0.11 -0.22 0.03 -0.552
As 0.466 2.937 3.097 -0.65 0.16 0.64 0.702
C -0.783 2.580 4.606 -0.02 -0.15 0.33 0.715
C -1.791 1.633 4.419 0.39 0.33 -0.31 -0.603
C -2.624 1.255 5.462 0.05 0.20 0.82 -0.809
C -2.495 1.861 6.721 0.00 -0.18 -0.65 -0.602
C -1.552 2.878 6.895 0.28 0.04 -0.11 -0.771
C -0.672 3.211 5.857 -0.18 -0.10 0.02 0.213
C -0.030 4.810 2.696 0.23 -0.02 -0.14 0.110
C -0.771 5.573 3.595 -0.02 0.43 -0.30 -0.095
C -1.066 6.909 3.304 0.19 -0.15 -0.11 -0.676
C -0.625 7.480 2.109 0.11 -0.18 0.12 -0.410
C 0.125 6.716 1.206 -0.03 -0.01 0.08 -0.688
C 0.423 5.382 1.493 -0.31 0.17 0.51 -0.565
H 5.034 4.191 6.579 -0.22 -0.05 -0.17 0.321
H 3.691 2.122 6.960 -0.05 0.20 -0.21 0.372
H 1.742 1.616 5.516 0.17 0.28 -0.12 0.431
H 2.489 5.222 3.247 0.08 -0.16 0.22 0.327
H 4.435 5.730 4.704 -0.13 -0.22 0.08 0.369
H -2.005 1.222 3.415 -0.09 -0.34 0.10 -0.175
H -3.385 0.496 5.272 0.17 0.25 -0.03 0.429
H -3.137 1.545 7.546 0.12 0.18 -0.16 0.331
H -1.488 3.418 7.843 0.05 -0.21 -0.19 0.338
H 0.098 3.969 6.025 -0.24 -0.19 0.03 0.535
H -1.141 5.131 4.517 0.05 0.10 -0.28 0.367
H -1.654 7.491 4.017 0.13 -0.12 -0.26 0.315
H -0.872 8.519 1.880 0.09 -0.28 0.02 0.304
H 0.478 7.164 0.275 -0.13 -0.13 0.24 0.362
H 1.014 4.785 0.793 -0.21 0.16 0.15 0.445
```
Positions in Å, forces in eV/Å.

Calculated values
- Calculated total energy: -114618.06150 eV
- Orbital gap: 2.9 eV
- LUMO: 4.047 eV
- HOMO energy: 1.19 eV
- Relative energy (zero: lowest compared OMol25 entry of this formula, charge and spin): 0.0 kcal per mole
- Total charge: -2

***

No. 2
Below is a 2-piece molecular cluster, C6H9N3 overall, with properties calculated with ωB97M-V/def2-TZVPD.

```
18
Properties=species:S:1:pos:R:3:forces:R:3:mulliken_charge:R:1
C 1.825 0.746 -0.947 1.77 2.51 0.91 -0.413
C -0.321 1.444 -1.302 -2.01 -3.62 0.60 -0.765
C -0.270 0.034 -0.935 1.44 2.60 -0.73 0.376
C 0.188 0.192 2.244 1.95 -0.47 -0.27 0.723
C -1.344 -0.984 -0.837 0.65 0.26 -1.23 -1.233
C -0.986 0.618 2.525 -2.09 0.03 0.83 -0.950
N 0.971 1.780 -1.217 1.64 0.06 -1.28 0.033
N 1.294 -0.305 2.053 -1.05 -0.67 0.13 -0.591
N 1.144 -0.324 -0.698 -4.80 0.92 -1.41 -0.068
H 2.794 1.013 -0.543 0.28 -0.62 -0.50 0.430
H -1.402 -1.659 -1.706 0.17 0.07 0.34 0.283
H -1.141 -1.496 0.049 0.02 -1.57 1.43 0.384
H -2.310 -0.548 -0.721 -0.57 0.65 -0.02 0.323
H -1.809 0.629 1.817 0.39 0.07 -0.17 0.260
H -1.281 0.720 3.571 0.34 0.32 -0.23 0.283
H 1.236 2.622 -1.739 0.42 -0.44 0.94 0.256
H 2.013 0.253 1.644 0.47 0.79 0.18 0.291
H 1.331 -1.148 -0.196 0.99 -0.91 0.48 0.378
```
Positions in Å, forces in eV/Å.

Calculated values
- Calculated total energy: -10833.90508 eV
- Orbital gap: 8.6 eV
- LUMO: 0.749 eV
- HOMO energy: -7.87 eV
- Relative energy (zero: lowest compared OMol25 entry of this formula, charge and spin): 85.8 kcal per mole
- Total charge: 0